5 unconnected molecules or ions with the total composition C63H42FO13S in a non-equilibrium geometry, computed with ωB97M-V with the def2-TZVPD basis set.

Results
Maximum force ... 7.23 eV/A
Charge ... -1
E_tot ... -106183.736 eV
HOMO level ... -5.3 eV

Geometry (Å):
S1 -6.045 2.046 -0.941
F1 -7.277 2.371 3.542
O1 0.370 -1.736 -2.304
O2 -6.099 2.767 -2.290
O3 3.351 -0.810 1.722
O4 -2.304 7.995 11.268
O5 4.854 -5.239 -11.103
O6 -6.994 0.879 -1.045
O7 3.738 -5.093 -4.726
O8 2.145 3.785 4.157
O9 -3.162 2.174 3.203
O10 -5.223 6.052 7.248
O11 -4.482 1.470 -0.788
O12 3.909 -10.333 -9.826
O13 -4.790 0.810 4.225
C1 -4.550 6.518 8.150
C2 0.200 1.778 4.184
C3 -5.841 4.446 3.974
C4 3.083 0.231 2.303
C5 5.374 1.114 1.897
C6 -5.142 7.472 9.115
C7 0.799 -0.589 2.839
C8 -6.527 3.309 0.326
C9 4.599 -7.446 -11.862
C10 -1.199 4.943 7.473
C11 4.483 -6.219 -7.052
C12 1.445 1.621 3.573
C13 -0.329 -5.353 -5.671
C14 3.060 -1.593 -1.566
C15 2.579 -2.502 -2.509
C16 -5.085 1.664 1.725
C17 4.093 1.309 2.417
C18 3.456 -3.394 -3.128
C19 4.642 -5.853 -8.386
C20 4.668 -6.408 -10.809
C21 -2.547 5.268 7.371
C22 -4.384 7.964 10.178
C23 -0.443 -0.425 3.443
C24 -3.967 1.575 0.577
C25 2.430 2.723 3.627
C26 2.963 -4.342 -4.151
C27 4.349 -9.755 -12.525
C28 1.135 -2.522 -2.834
C29 -4.287 1.525 3.145
C30 -3.125 6.144 8.292
C31 -1.001 6.351 9.422
C32 1.517 -4.376 -4.461
C33 -2.355 6.674 9.327
C34 5.996 3.339 2.588
C35 4.808 -3.390 -2.784
C36 5.282 -2.491 -1.832
C37 -0.734 -3.591 -4.075
C38 4.241 -8.138 -9.061
C39 3.771 2.517 3.035
C40 -6.285 9.240 10.943
C41 0.633 -3.517 -3.808
C42 4.723 3.536 3.111
C43 -5.674 3.161 1.701
C44 1.034 -5.287 -5.403
C45 1.751 0.430 2.912
C46 6.324 2.126 1.988
C47 4.778 -7.085 -13.199
C48 -0.424 5.491 8.493
C49 -1.214 -4.512 -5.001
C50 -6.657 3.519 2.920
C51 -0.739 0.754 4.124
C52 -4.962 8.842 11.097
C53 4.152 -9.173 -10.115
C54 4.749 -8.058 -14.192
C55 -7.036 8.764 9.870
C56 4.541 -9.393 -13.855
C57 4.185 -7.539 -6.723
C58 4.409 -1.588 -1.229
C59 -2.964 7.575 10.331
C60 4.372 -8.780 -11.526
C61 4.065 -8.498 -7.723
C62 -6.468 7.878 8.960
C63 4.515 -6.811 -9.393
H1 -8.067 9.082 9.745
H2 2.384 -0.890 -1.089
H3 -1.429 -2.934 -3.559
H4 5.495 -4.089 -3.252
H5 4.053 -7.822 -5.683
H6 -0.039 2.696 4.710
H7 -6.539 4.392 -0.066
H8 -0.703 -6.065 -6.401
H9 4.528 -10.153 -14.630
H10 -0.392 6.770 10.218
H11 4.945 -6.046 -13.467
H12 -6.731 9.925 11.657
H13 4.590 -5.474 -6.269
H14 -1.180 -1.220 3.389
H15 1.026 -1.513 2.315
H16 -7.626 3.069 0.611
H17 6.735 4.132 2.652
H18 4.869 -4.821 -8.637
H19 -4.380 9.220 11.932
H20 -3.177 2.412 0.664
H21 7.321 1.970 1.588
H22 1.719 -5.949 -5.925
H23 4.185 -10.797 -12.270
H24 -3.379 0.594 0.773
H25 -5.872 0.836 1.704
H26 4.780 -0.883 -0.493
H27 -4.802 3.922 1.647
H28 -2.279 -4.572 -5.202
H29 -4.875 3.927 4.294
H30 4.892 -7.775 -15.230
H31 0.632 5.247 8.565
H32 -0.750 4.265 6.754
H33 -7.061 7.508 8.129
H34 5.636 0.172 1.426
H35 6.333 -2.494 -1.562
H36 -7.493 4.197 2.492
H37 -6.493 4.771 4.869
H38 4.474 4.482 3.582
H39 -3.145 4.842 6.571
H40 -5.577 5.408 3.395
H41 -1.705 0.876 4.605
H42 3.838 -9.527 -7.459